Below is a cluster of 9 separate species, C54H81BBrN2O27 in total, with properties calculated with wB97M-V/def2-TZVPD.

Geometry as XYZ:
```
166
C54H81BBrN2O27, DFT wB97M-V/def2-TZVPD
C 0.584 -4.951 3.798
C -0.490 -4.625 3.399
C -1.794 -4.126 2.994
C -1.975 -3.989 1.471
C -0.831 -3.305 0.715
C -0.787 -1.738 0.808
C 0.489 -1.329 1.595
Br -0.022 -1.173 3.493
C 1.181 0.011 1.205
C 2.721 -0.136 1.186
C 3.263 -0.669 2.494
C 3.131 0.055 3.675
C 3.584 -0.435 4.886
C 4.192 -1.679 4.934
C 4.367 -2.416 3.770
C 3.909 -1.915 2.548
C 4.147 -2.782 1.323
C 0.630 0.694 -0.036
N 0.126 -0.243 -1.101
C -0.294 0.682 -2.223
C -0.979 -0.014 -3.406
C -0.374 0.377 -4.778
C -0.300 -0.829 -5.739
C 0.642 -0.489 -6.921
N 1.851 -1.306 -6.769
B 1.275 -1.100 -1.674
O 1.316 -2.404 -1.281
C 2.401 -0.588 -2.648
C 3.253 0.632 -2.220
C -1.014 -1.061 -0.574
C -2.371 -0.337 -0.515
C -3.505 -1.396 -0.451
C -4.528 -1.189 -1.557
O -4.016 -1.731 -2.797
C -4.212 -3.072 -2.927
C -2.993 -3.950 -2.978
O -5.304 -3.555 -3.015
H 1.473 -5.412 4.150
H -2.530 -4.862 3.332
H -2.072 -3.202 3.500
H -2.953 -3.544 1.294
H -2.034 -5.008 1.081
H 0.109 -3.742 1.050
H -0.925 -3.614 -0.327
H -1.612 -1.490 1.471
H 1.259 -2.094 1.587
H 0.983 0.700 2.024
H 3.133 0.867 1.055
H 3.028 -0.784 0.370
H 2.630 1.017 3.640
H 3.444 0.139 5.791
H 4.531 -2.098 5.873
H 4.837 -3.390 3.792
H 4.944 -3.501 1.479
H 3.225 -3.241 0.953
H 4.494 -2.126 0.519
H 1.309 1.435 -0.444
H -0.259 1.249 0.272
H 0.532 1.317 -2.528
H -1.005 1.400 -1.813
H -2.006 0.341 -3.447
H -1.054 -1.099 -3.314
H -1.051 1.088 -5.251
H 0.581 0.899 -4.683
H -1.308 -0.928 -6.144
H 0.024 -1.729 -5.222
H 0.863 0.585 -6.879
H 0.141 -0.657 -7.872
H 2.470 -1.239 -7.566
H 2.303 -0.977 -5.925
H 2.127 -2.606 -0.794
H 1.961 -0.336 -3.618
H 3.095 -1.401 -2.859
H 2.687 1.562 -2.185
H 3.821 0.480 -1.308
H 3.994 0.795 -3.004
H -1.149 -1.875 -1.282
H -2.426 0.303 0.366
H -2.608 0.273 -1.382
H -3.965 -1.326 0.534
H -3.114 -2.406 -0.552
H -4.759 -0.140 -1.722
H -5.459 -1.699 -1.309
H -2.123 -3.456 -3.410
H -2.754 -4.336 -1.987
H -3.207 -4.819 -3.591
C 3.195 -4.466 -5.409
C 3.597 -5.483 -6.448
O 4.977 -5.159 -6.671
C 5.446 -4.526 -5.569
O 6.589 -4.273 -5.368
O 4.431 -4.216 -4.722
H 2.442 -4.841 -4.724
H 2.842 -3.533 -5.849
H 3.529 -6.509 -6.082
H 3.024 -5.397 -7.367
C -2.609 3.158 2.439
C -1.765 4.411 2.460
O -1.143 4.380 1.161
C -1.920 3.645 0.349
O -1.775 3.555 -0.835
O -2.891 3.006 1.038
H -3.527 3.252 3.011
H -2.066 2.275 2.786
H -2.359 5.319 2.545
H -1.016 4.408 3.248
C 7.443 1.553 6.443
C 6.994 1.999 7.818
O 6.090 3.064 7.515
C 5.626 2.875 6.256
O 4.735 3.486 5.765
O 6.316 1.888 5.628
H 7.655 0.488 6.391
H 8.313 2.107 6.085
H 6.452 1.219 8.355
H 7.813 2.352 8.439
C 0.729 9.164 2.427
C -0.723 8.770 2.293
O -0.723 7.423 2.786
C 0.348 7.280 3.608
O 0.526 6.326 4.299
O 1.164 8.346 3.532
H 0.867 10.216 2.648
H 1.309 8.906 1.557
H -1.384 9.371 2.921
H -1.078 8.811 1.266
C -8.016 0.215 2.718
C -7.722 -0.755 1.594
O -6.315 -0.562 1.390
C -5.790 -0.072 2.538
O -4.620 0.035 2.742
O -6.758 0.274 3.407
H -8.804 -0.128 3.382
H -8.265 1.214 2.357
H -7.898 -1.793 1.879
H -8.279 -0.538 0.687
C 1.317 9.426 -2.978
C 2.811 9.413 -2.740
O 2.935 10.175 -1.535
C 1.757 10.111 -0.878
O 1.581 10.498 0.234
O 0.798 9.546 -1.649
H 0.954 8.520 -3.455
H 0.993 10.289 -3.562
H 3.199 8.409 -2.562
H 3.376 9.873 -3.546
C -3.737 -5.130 -6.816
C -3.299 -5.978 -7.989
O -1.925 -5.601 -8.141
C -1.487 -5.131 -6.956
O -0.350 -4.892 -6.701
O -2.513 -4.964 -6.087
H -4.492 -5.613 -6.199
H -4.103 -4.148 -7.119
H -3.349 -7.047 -7.778
H -3.859 -5.770 -8.897
C -3.300 -1.606 6.518
C -1.811 -1.642 6.782
O -1.679 -0.804 7.929
C -2.874 -0.789 8.578
O -3.052 -0.323 9.652
O -3.837 -1.383 7.823
H -3.681 -2.535 6.099
H -3.592 -0.777 5.869
H -1.454 -2.644 7.032
H -1.227 -1.256 5.951
```

As for the frontier orbital gap: 8.9 eV. Its energy is -186288.372 eV. The calculation puts the highest occupied orbital energy at -11.0 eV. Its maximum force is 1.57 eV Å⁻¹. The net charge is +1. The LUMO energy comes out at -2.10 eV. For the energy above the lowest of the compared OMol25 structures with the same formula, charge and spin, the calculation gives 0.00 kJ/mol.

Atom charges from the Löwdin analysis, given in e for atoms 1 to 2:
1 C 0.12
2 C -0.18